7
Properties=species:S:1:pos:R:3:forces:R:3:lowdin_charge:R:1 method="wB97M-V/def2-TZVPD" relative_energy_kcal_mol=33.8 homo_lumo_gap_ev="7.606 / 7.607" total_charge=0
N 0.125 -1.826 -0.648 -2.422 2.426 -1.308 0.15
O -0.182 -0.593 -0.637 2.716 -4.760 -0.473 -0.26
O 1.029 1.430 1.275 1.886 0.508 1.369 -0.41
Si -0.101 1.118 0.368 -1.749 0.603 -2.750 0.43
H -1.184 0.221 0.638 -1.577 0.129 1.233 -0.02
H -0.556 1.892 -0.948 0.687 -0.732 1.335 0.00
H 0.871 -2.241 -0.049 0.459 1.826 0.595 0.10